89
Properties=species:S:1:pos:R:3 method="wB97M-V/def2-TZVPD" spin_multiplicity=1 charge=0 e_tot_ha=-6305.14376
Ca -0.2607 -0.6221 0.0369
Cl -3.9275 3.0366 -5.2171
C -3.0629 2.4999 -3.8021
C -3.4740 2.9458 -2.5323
C -2.8065 2.5550 -1.4080
C -1.6697 1.6920 -1.4611
O -1.0288 1.3975 -0.3964
C -1.3053 1.2095 -2.7638
C -0.2729 0.2462 -3.0008
O 0.3917 -0.3885 -2.1738
C -2.0064 1.6502 -3.9116
H -4.3266 3.6090 -2.4596
H -3.1057 2.9130 -0.4316
H -0.0707 0.0535 -4.0679
H -1.7010 1.2880 -4.8863
C 4.1061 -2.7106 1.9193
N 2.8958 -2.3742 2.6453
C 2.3228 -3.1785 3.6160
C 1.2177 -2.5559 4.0535
N 1.1101 -1.3748 3.3321
C 2.1505 -1.2616 2.4564
S 2.4675 0.0099 1.3878
C 0.1357 -0.3650 3.5852
C 0.0032 0.1498 4.8587
C -0.9522 1.1402 5.0516
C -1.6987 1.5756 3.9745
C -1.4871 0.9888 2.7345
N -0.5941 0.0157 2.5490
H 4.8580 -3.0599 2.6243
H 4.4619 -1.8155 1.4171
H 3.8996 -3.4857 1.1831
H 2.7518 -4.1243 3.8936
H 0.4766 -2.8465 4.7756
H 0.6405 -0.1962 5.6604
H -1.0865 1.5811 6.0304
H -2.4213 2.3725 4.0694
H -2.0220 1.3160 1.8522
O -3.6403 -5.4509 -3.0868
C -2.9876 -6.0395 -1.9736
N -1.8579 -5.2246 -1.6443
C -0.5898 -5.6368 -1.9204
O -0.3056 -6.7296 -2.3728
C 0.4721 -4.6289 -1.6046
C 1.6008 -4.5437 -2.4049
C 2.5455 -3.5731 -2.1220
C 2.3278 -2.7309 -1.0439
N 1.2714 -2.8384 -0.2348
C 0.3622 -3.7744 -0.5185
H -4.3650 -6.0226 -3.3590
H -2.6072 -7.0327 -2.2107
H -3.6638 -6.0929 -1.1147
H -2.0200 -4.2447 -1.4408
H 1.7116 -5.2240 -3.2394
H 3.4261 -3.4478 -2.7364
H 3.0141 -1.9225 -0.8183
H -0.4964 -3.8197 0.1396
C 0.9871 6.8553 0.3451
N 1.4979 5.5636 0.7437
C 0.7571 4.5381 1.2463
Se -1.0372 4.5354 1.5447
N 1.6251 3.5215 1.4898
C 2.9183 3.8828 1.1342
C 4.1318 3.2200 1.2027
C 5.2562 3.9158 0.7781
C 5.1709 5.2266 0.3116
C 3.9541 5.8920 0.2513
C 2.8343 5.1935 0.6688
H -0.0983 6.8063 0.3559
H 1.3361 7.0895 -0.6603
H 1.3229 7.6279 1.0382
H 1.3194 2.5882 1.7185
H 4.1956 2.2034 1.5630
H 6.2218 3.4290 0.8142
H 6.0705 5.7363 -0.0065
H 3.8849 6.9110 -0.1048
C -4.2161 -1.0039 1.5985
Si -3.3965 -2.3588 0.5710
C -3.1180 -3.8301 1.7298
C -4.6382 -2.8802 -0.7485
O -2.0018 -1.8937 -0.0691
H -5.2313 -1.2945 1.8830
H -4.2822 -0.0693 1.0341
H -3.6605 -0.8053 2.5193
H -4.0055 -4.0643 2.3243
H -2.3001 -3.6125 2.4247
H -2.8469 -4.7328 1.1730
H -5.6652 -2.7817 -0.3861
H -4.5105 -3.9130 -1.0763
H -4.5382 -2.2482 -1.6342



87
Properties=species:S:1:pos:R:3 method="wB97M-V/def2-TZVPD" spin_multiplicity=1 charge=0 e_tot_ha=-2934.05827
Hg -0.1750 2.4538 -2.5286
C -1.3865 2.6361 -4.3423
C -1.5810 1.2446 -4.2847
C -0.6716 0.1854 -4.7759
C 0.7636 0.6759 -5.0657
C 1.2998 1.5684 -3.9808
C 1.5246 2.9519 -4.1417
C 0.8161 3.8518 -5.0999
C -0.6040 3.3448 -5.4513
C 0.0237 3.2939 -0.6032
H -2.2633 3.2263 -4.0402
H -2.5891 0.8587 -4.0922
H -1.0990 -0.3044 -5.6727
H -0.6234 -0.6459 -4.0455
H 1.4295 -0.2056 -5.0827
H 0.7817 1.1300 -6.0701
H 1.9896 1.0190 -3.3235
H 2.4633 3.3518 -3.7414
H 1.3673 3.9949 -6.0570
H 0.7124 4.8676 -4.6717
H -1.1795 4.2224 -5.7772
H -0.5305 2.7100 -6.3416
H -0.8549 3.9511 -0.5025
H 0.9399 3.9044 -0.5958
H 0.0286 2.5537 0.2094
P 1.9486 -0.3881 0.1288
P -1.4103 -1.2235 0.6813
N 3.2364 0.3323 -0.9332
N 2.9271 -1.6886 0.6827
N -2.1210 0.1043 -0.0153
N -2.7185 -2.2348 0.9789
C 0.8502 -1.2511 -1.0993
C -0.3143 -2.0417 -0.4586
C 3.5101 1.7092 -0.9143
C 4.5395 1.9866 -1.8036
C 4.8960 0.7501 -2.4372
C 4.0796 -0.2406 -1.8936
C 3.7054 -1.6087 1.8514
C 4.4653 -2.7626 1.9464
C 4.1584 -3.5834 0.8097
C 3.2266 -2.8958 0.0446
C -2.5495 1.3572 0.4667
C -3.3098 1.9797 -0.5060
C -3.3233 1.1211 -1.6429
C -2.6204 -0.0093 -1.3263
C -3.7458 -2.5066 0.0482
C -4.7710 -3.1384 0.7126
C -4.3405 -3.3841 2.0614
C -3.0658 -2.8688 2.1972
H 1.4239 -1.9494 -1.7235
H 0.4474 -0.4819 -1.7790
H -0.9636 -2.4422 -1.2543
H 0.0721 -2.9129 0.0983
H 2.9534 2.3527 -0.2512
H 4.9885 2.9538 -1.9830
H 5.6517 0.6229 -3.2033
H 4.0313 -1.2971 -2.1150
H 3.6172 -0.7338 2.4786
H 5.1707 -2.9859 2.7284
H 4.5778 -4.5463 0.5632
H 2.7307 -3.1515 -0.8821
H -2.2654 1.6910 1.4445
H -3.7959 2.9492 -0.4478
H -3.7929 1.3172 -2.5950
H -2.4479 -0.9121 -1.8911
H -3.6797 -2.2133 -0.9888
H -5.7390 -3.3816 0.2971
H -4.9228 -3.8738 2.8276
H -2.3701 -2.8776 3.0240
O -0.7073 1.0368 2.7232
C -0.8262 -0.1145 3.0822
O -0.8494 -1.1749 2.1564
C -0.8789 -0.5478 4.4997
C -0.1965 -1.6644 5.0161
C -0.0904 -1.8195 6.4190
C -0.7133 -0.9315 7.3017
C -1.4560 0.1337 6.7789
C -1.5270 0.3338 5.3841
N -2.1127 1.0565 7.6686
O -2.0214 0.8541 8.9001
O -2.7455 2.0154 7.1742
N 0.7504 -2.8609 6.9589
O 1.3623 -3.6050 6.1629
O 0.8416 -2.9789 8.2007
H 0.3088 -2.3633 4.3596
H -0.5972 -1.0410 8.3775
H -2.0647 1.1891 4.9879